The following is a DFT calculation (wB97M-V/def2-TZVPD) of a 10-piece molecular cluster, C13H45BrN22O12P overall.

XYZ file:
```
94
Properties=species:S:1:pos:R:3:mulliken_charge:R:1
O 2.41988 -2.36771 1.73033 -0.65
C 1.45458 -1.52127 1.13321 -0.39
C 0.15359 -2.29366 0.91470 -0.47
N -1.05723 -1.42180 0.94789 0.38
C -2.22526 -2.05358 1.04685 0.44
N -2.36225 -3.39063 1.13566 -0.36
C -3.65912 -3.60324 1.20798 0.34
Br -4.42027 -5.25758 1.32899 -0.10
N -4.35814 -2.47283 1.17264 -0.23
N -3.43982 -1.45938 1.06570 0.05
P -1.20348 0.35108 0.90955 -0.25
O 0.13615 0.87298 0.22222 -0.10
O -0.75333 0.71951 2.38907 -0.40
H 2.10964 -2.54939 2.62997 0.28
H 1.87880 -1.21644 0.17697 0.31
H 1.29828 -0.61984 1.72592 0.20
H 0.15651 -2.84343 -0.02578 0.30
H 0.06620 -3.03095 1.71328 0.47
H -5.35459 -2.33398 1.19543 0.21
H -3.68373 -0.48394 0.98266 0.25
H 0.09376 0.84961 -0.74624 0.24
H -1.47600 0.54311 3.02385 0.43
C -2.31294 2.26667 5.49639 0.58
O -1.98831 1.56815 4.52684 -0.70
N -2.17989 3.60648 5.52304 -0.24
N -2.80435 1.68441 6.62689 -0.42
H -2.41214 4.15039 6.33241 0.18
H -1.69706 4.07307 4.76283 0.13
H -2.88495 0.68584 6.64070 0.21
H -3.05939 2.20513 7.44433 0.16
C -2.17758 -6.34516 -2.88122 0.57
O -1.13408 -5.96941 -3.39333 -0.68
N -3.08829 -7.12669 -3.49972 -0.30
N -2.51834 -5.95405 -1.60295 -0.17
H -3.97413 -7.37409 -3.08851 0.20
H -2.90094 -7.38666 -4.45016 0.17
H -1.87592 -5.34817 -1.13000 0.09
H -3.35397 -6.26071 -1.13713 0.16
C -6.33927 -5.81250 -2.49520 0.64
O -5.93627 -6.94034 -2.24139 -0.71
N -6.81073 -5.01340 -1.47721 -0.38
N -6.37523 -5.28263 -3.74401 -0.28
H -7.16095 -4.08257 -1.59548 0.15
H -6.81347 -5.44255 -0.57209 0.21
H -6.04992 -5.85060 -4.51683 0.22
H -6.71699 -4.35973 -3.93027 0.14
C 3.27159 2.45779 -0.54544 0.61
O 2.31917 2.85966 -1.20909 -0.70
N 4.51730 2.97459 -0.64404 -0.26
N 3.08790 1.43581 0.35260 -0.26
H 5.29327 2.64748 -0.10102 0.14
H 4.68096 3.72113 -1.30354 0.17
H 2.14933 1.08619 0.37375 0.22
H 3.80572 1.05424 0.93850 0.16
C -5.13122 -6.81675 -7.52946 0.65
O -4.90127 -6.96254 -6.33570 -0.60
N -4.71365 -7.72077 -8.45852 -0.42
N -5.81754 -5.74244 -8.02190 -0.36
H -4.88502 -7.62433 -9.44091 0.16
H -4.20568 -8.51951 -8.12756 0.22
H -6.13238 -5.05239 -7.36847 0.18
H -6.01106 -5.61247 -8.99630 0.17
C 6.36273 5.96123 -2.62335 0.64
O 6.21845 4.84827 -2.13521 -0.69
N 5.31148 6.76438 -2.94693 -0.34
N 7.59875 6.48468 -2.87922 -0.44
H 5.41795 7.68023 -3.34353 0.19
H 4.38777 6.41561 -2.77242 0.18
H 8.39549 5.91724 -2.65848 0.20
H 7.74083 7.38829 -3.29117 0.19
C 5.68014 10.19032 -0.60485 0.66
O 5.94301 10.74603 -1.65696 -0.64
N 4.89055 10.76325 0.35337 -0.38
N 6.15685 8.94083 -0.31639 -0.34
H 4.66892 10.32220 1.22476 0.16
H 4.53213 11.67978 0.16232 0.22
H 6.73457 8.51115 -1.01359 0.15
H 5.95501 8.43849 0.52645 0.16
C -0.56516 4.94843 2.47322 0.63
O -1.37576 5.37714 3.28737 -0.75
N 0.35405 5.75058 1.86657 -0.35
N -0.54586 3.63748 2.10670 -0.10
H 1.01304 5.41596 1.18822 0.15
H 0.35229 6.72169 2.11482 0.22
H -1.21200 3.02603 2.54554 0.08
H 0.08402 3.27212 1.41574 0.09
C 3.93601 -2.85038 5.32014 0.65
O 2.74111 -2.63988 5.48131 -0.65
N 4.75365 -3.26990 6.32607 -0.39
N 4.51024 -2.67680 4.09401 -0.30
H 5.73207 -3.44756 6.20453 0.17
H 4.34024 -3.40341 7.22956 0.23
H 3.87713 -2.36518 3.38444 0.22
H 5.47387 -2.84154 3.87528 0.17
```

Results
highest occupied orbital energy = -10.8999 eV
E = -150899.639 eV
charge = +1
orbital gap = 8.0619 eV


The following is a DFT calculation (wB97M-V/def2-TZVPD) of C13H45F3N18O12Ti as an isolated structure at a distorted geometry.

XYZ file:
```
92
Properties=species:S:1:pos:R:3:mulliken_charge:R:1
O 8.92703 18.26507 17.88923 -0.38
H 9.85374 18.32718 17.64647 0.42
H 8.65134 19.10709 18.25882 0.46
H 8.42097 18.01987 17.11116 0.46
Ti 12.62254 21.67091 16.37326 0.97
C 13.58415 16.07212 15.45660 -0.37
O 13.70450 15.98556 14.05404 -0.26
O 12.98476 17.26895 15.77152 -0.93
C 13.01236 14.72733 15.85497 1.01
F 13.25876 14.55911 17.14758 -0.33
F 11.70731 14.69961 15.80406 -0.30
F 13.37809 13.58410 15.27228 -0.26
C 14.93953 15.40608 13.51994 -0.08
C 14.52206 14.88808 12.23282 -1.23
H 13.99134 15.60798 11.60978 0.23
H 15.38802 14.63191 11.62240 0.42
H 13.95683 13.97587 12.42385 0.25
H 15.40015 14.62340 14.12271 0.29
H 15.67531 16.16885 13.26518 0.34
H 14.61714 16.06287 15.80438 0.26
C 16.56338 19.12549 8.27652 0.58
O 17.45072 18.95222 7.47355 -0.66
N 15.34529 19.04004 8.06272 -0.42
N 16.76010 19.48630 9.45978 -0.40
H 14.77514 18.76761 8.85063 0.20
H 15.04263 18.65098 7.18117 0.25
H 15.99037 19.95697 9.91376 0.21
H 17.70167 19.80297 9.64216 0.25
C 9.04200 11.96192 12.27396 0.64
O 8.83212 11.40844 13.35855 -0.65
N 8.77944 11.50625 11.05017 -0.44
N 9.39840 13.20724 12.11477 -0.40
H 9.17117 11.91939 10.21592 0.19
H 8.44668 10.55312 11.02004 0.22
H 9.21213 13.59268 11.19998 0.22
H 9.29539 13.64454 13.01934 0.23
C 6.05207 13.26640 18.06137 0.61
O 5.33269 14.01943 18.58221 -0.61
N 5.83796 12.69311 16.91359 -0.45
N 7.23909 12.90037 18.44269 -0.37
H 6.67106 12.54374 16.36246 0.20
H 4.97680 13.14633 16.64322 0.25
H 7.79003 12.36302 17.78860 0.15
H 7.55652 13.05683 19.38866 0.21
C 11.79551 13.83869 22.69795 0.62
O 11.21252 13.88523 23.82676 -0.68
N 12.09172 14.90666 21.95812 -0.37
N 12.11998 12.73938 22.13584 -0.36
H 12.57568 14.92796 21.07188 0.16
H 11.76128 15.79548 22.30583 0.20
H 12.09358 11.93502 22.74609 0.25
H 12.70722 12.86237 21.32337 0.18
C 9.36012 20.22249 12.66748 0.64
O 9.81451 20.76481 13.63674 -0.68
N 8.38850 20.59284 11.87083 -0.44
N 9.65295 19.03515 12.35552 -0.35
H 8.21764 20.19396 10.95880 0.22
H 8.22822 21.57976 12.01368 0.24
H 9.19289 18.58968 11.57449 0.16
H 10.34850 18.67798 12.99484 0.22
C 18.71686 10.64118 6.61356 0.63
O 19.11793 10.95006 5.53951 -0.68
N 17.96867 11.40869 7.28259 -0.36
N 19.14297 9.60046 7.17541 -0.37
H 17.36316 12.06195 6.80644 0.23
H 17.71065 11.06412 8.19627 0.16
H 19.70934 9.01573 6.57757 0.22
H 18.77629 9.34813 8.08204 0.16
C 15.12055 8.64571 11.25562 0.69
O 16.08610 9.30760 10.91583 -0.66
N 14.09723 9.15826 11.89435 -0.38
N 14.96715 7.38452 11.12310 -0.39
H 14.07021 10.12654 12.18034 0.18
H 13.40772 8.51845 12.26223 0.15
H 13.98382 7.15506 11.10039 0.19
H 15.73025 6.77175 10.87354 0.22
C 15.85210 20.82256 20.25316 0.68
O 16.95858 20.63445 19.78852 -0.64
N 15.74864 21.57625 21.27606 -0.35
N 14.71747 20.37170 19.83913 -0.41
H 16.46609 22.07839 21.77926 0.21
H 14.80644 21.78045 21.57718 0.12
H 14.79445 19.75457 19.04331 0.22
H 13.83261 20.57841 20.28003 0.18
C 16.69672 10.56348 18.24349 0.61
O 17.72191 11.06900 18.60231 -0.64
N 16.36036 10.20398 17.00044 -0.37
N 15.73550 10.51599 19.09481 -0.38
H 17.02367 10.14592 16.24101 0.20
H 15.42011 9.93519 16.74790 0.16
H 15.00280 9.89898 18.77460 0.18
H 15.94002 10.61200 20.07922 0.25
```

Results
highest occupied orbital energy (spin up / spin down) = -9.3961 / -9.3931 eV
E = -96855.697 eV
charge = +1
relative energy (zero: lowest compared OMol25 entry of this formula, charge and spin) = 12.606 eV
2S+1 = 4
orbital gap (spin up / spin down) = 3.7974 / 3.6910 eV


The following is a DFT calculation (wB97M-V/def2-TZVPD) of a 10-piece molecular cluster, C13H46N14O10 overall at a distorted geometry.

XYZ file:
```
83
Properties=species:S:1:pos:R:3:mulliken_charge:R:1
N 6.80242 -31.65144 -16.62337 -0.23
C 6.86835 -32.90074 -17.17751 0.48
N 6.26410 -32.97905 -18.39772 -0.26
O 7.32723 -33.86498 -16.59023 -0.67
H 6.64285 -30.83467 -17.19042 0.14
H 7.02044 -31.49755 -15.65878 0.15
H 6.13696 -32.14514 -18.95208 0.20
H 6.35353 -33.84487 -18.89665 0.21
N 8.16480 -28.14966 -14.53289 -0.22
C 9.50012 -27.99491 -14.34225 0.52
N 10.04756 -26.99389 -15.09499 -0.32
O 10.16881 -28.63215 -13.54457 -0.69
H 7.64096 -28.63937 -13.83598 0.19
H 7.75573 -27.63688 -15.29287 0.15
H 9.51858 -26.44107 -15.76772 0.29
H 10.99952 -26.74543 -14.90537 0.16
N 3.47383 -27.46487 -16.93891 0.33
C 4.79892 -27.44761 -17.15319 0.85
N 5.47261 -26.33800 -16.73665 0.30
O 5.40927 -28.42872 -17.60554 -0.87
H 2.95930 -28.25420 -17.30937 -0.20
H 3.03280 -26.62620 -16.60910 -0.09
H 4.95375 -25.58435 -16.31922 -0.08
H 6.46505 -26.43280 -16.89423 -0.09
N 2.18680 -32.00662 -18.17212 -0.41
C 2.57815 -30.73773 -17.89011 0.57
N 3.62286 -30.72053 -17.01832 -0.18
O 2.17030 -29.71631 -18.45147 -0.76
H 1.51747 -32.14698 -18.90983 0.25
H 2.69029 -32.83505 -17.91442 0.17
H 3.85613 -31.56723 -16.53230 0.20
H 4.25957 -29.93974 -16.95210 -0.08
N 2.98669 -23.89978 -17.74225 -0.26
C 2.40489 -24.40408 -16.61598 0.29
N 1.06257 -24.58004 -16.67477 -0.32
O 3.03972 -24.66896 -15.59538 -0.85
H 2.39609 -23.42985 -18.40625 0.24
H 3.91202 -23.52590 -17.61529 0.23
H 0.58005 -24.45683 -17.54596 0.18
H 0.57301 -24.84727 -15.84143 0.24
N 9.41144 -23.70465 -17.48695 -0.42
C 8.43939 -24.35999 -16.81194 0.71
N 7.71222 -23.59769 -15.96545 -0.22
O 8.34802 -25.59001 -16.84594 -0.85
H 9.50988 -22.70767 -17.44587 0.15
H 10.09223 -24.22627 -18.00747 0.26
H 6.82714 -23.95647 -15.63162 0.17
H 7.87561 -22.61190 -15.87270 0.17
N 5.03171 -29.18347 -20.38972 -0.11
C 5.48856 -30.30603 -20.99856 0.57
N 4.70800 -30.65980 -22.07833 -0.39
O 6.46301 -30.93051 -20.61204 -0.75
H 5.36523 -28.96913 -19.45203 0.13
H 4.33404 -28.58359 -20.79419 0.30
H 3.76679 -30.30723 -22.06232 0.20
H 5.01011 -31.45069 -22.61384 0.22
C 5.95257 -25.37890 -12.66186 -0.77
C 5.38421 -24.02323 -13.06185 -0.43
O 5.19707 -24.02654 -14.49471 -0.59
H 6.82000 -25.59998 -13.27537 0.07
H 5.15836 -26.12111 -12.73344 0.27
H 6.25621 -25.34429 -11.61087 0.41
H 6.10839 -23.22053 -12.90116 0.25
H 4.45702 -23.68814 -12.59618 0.37
H 4.30107 -24.29056 -14.73440 0.44
C 1.44892 -26.48858 -20.01663 -0.50
C 1.11300 -27.72902 -20.83518 -0.60
O 2.22133 -28.57653 -20.98116 -0.52
H 0.64415 -25.75328 -19.96083 0.38
H 2.25255 -25.96477 -20.54547 0.26
H 1.83769 -26.79125 -19.04374 -0.03
H 0.80763 -27.39120 -21.82945 0.35
H 0.22507 -28.23444 -20.43945 0.28
H 2.42554 -28.99120 -20.12391 0.45
C -0.55054 -28.20800 -15.40700 -0.62
C 0.33900 -29.44394 -15.25338 0.09
O -0.50712 -30.57075 -15.02658 -0.54
H -1.28871 -28.40765 -16.18666 0.31
H 0.00807 -27.33009 -15.74439 -0.13
H -1.07187 -27.98467 -14.47698 0.32
H 1.04008 -29.37031 -14.42726 0.34
H 0.87999 -29.55947 -16.19683 -0.12
H -1.02522 -30.71036 -15.82382 0.33
```

Results
highest occupied orbital energy = -9.0548 eV
E = -55571.601 eV
charge = 0
relative energy (zero: lowest compared OMol25 entry of this formula, charge and spin) = 0.000 eV
structure (SMILES) = NC(N)=O.NC(N)=O.NC(N)=O.NC(N)=O.NC(N)=O.NC(N)=O.NC(N)=O.CCO.CCO.CCO
orbital gap = 8.8909 eV


The following is a DFT calculation (wB97M-V/def2-TZVPD) of a 10-piece molecular cluster, C13H46N14O13 overall at a distorted geometry.

XYZ file:
```
86
Properties=species:S:1:pos:R:3:mulliken_charge:R:1
N 2.52504 2.82827 -4.00086 -0.40
C 1.31017 3.30583 -3.51298 0.53
N 0.21195 3.09408 -4.30245 -0.25
O 1.32534 3.69377 -2.34433 -0.71
H 3.09836 2.25442 -3.34623 0.24
H 2.76856 2.68909 -4.95846 0.20
H 0.31694 2.76492 -5.23928 0.19
H -0.69850 3.30600 -3.86554 0.25
N -2.54427 0.70658 3.12023 -0.17
C -2.39860 0.39566 4.41739 0.53
N -2.91926 -0.77183 4.91884 -0.43
O -1.71140 1.13928 5.16407 -0.81
H -1.80804 1.26721 2.71116 0.18
H -2.88074 -0.06986 2.58313 0.44
H -3.80916 -1.09009 4.59280 0.22
H -2.85367 -0.82172 5.92042 0.27
N 0.95139 -0.49218 -0.72525 0.35
C 2.15704 0.25839 -0.79933 0.54
N 2.67880 0.59250 0.37002 -0.24
O 2.59037 0.57081 -1.91723 -0.67
H 0.51758 -0.62963 0.15728 -0.01
H 0.47534 -0.72400 -1.57953 -0.10
H 3.56467 1.04333 0.45842 0.26
H 2.13128 0.34491 1.19040 -0.03
N -2.71967 -2.64689 0.58127 -0.15
C -3.47458 -2.74338 1.66519 0.58
N -3.96757 -3.99288 2.02957 -0.43
O -3.73672 -1.72649 2.31077 -0.75
H -2.11817 -1.84895 0.54687 -0.03
H -2.32634 -3.48445 0.08289 0.20
H -4.74256 -4.14548 2.67780 0.25
H -3.91001 -4.75154 1.34448 0.18
N -0.76547 3.64360 3.72837 -0.21
C -0.18470 3.33738 2.56170 0.41
N 0.57308 4.32693 1.89733 -0.54
O -0.30965 2.18035 2.10469 -0.55
H -1.23006 2.85281 4.20459 0.15
H -0.76216 4.57639 4.07316 0.19
H 0.20112 5.24915 1.99025 0.22
H 0.81123 4.16425 0.95447 0.24
N 3.12800 -3.48244 1.09043 -0.38
C 3.34844 -3.31147 -0.25438 0.70
N 4.31250 -2.38527 -0.46903 -0.46
O 2.76485 -3.86274 -1.19737 -0.76
H 2.50204 -4.16369 1.46031 0.21
H 3.63536 -2.99172 1.85198 0.16
H 4.61381 -1.69417 0.25451 0.23
H 4.39843 -2.04212 -1.41487 0.24
N -3.01928 2.58907 -0.62584 -0.33
C -1.97939 2.80102 -1.41165 0.66
N -0.74885 2.27437 -1.06669 0.44
O -2.08666 3.45904 -2.46923 -0.83
H -2.86054 2.07777 0.23948 0.12
H -3.78835 3.04419 -0.78882 0.18
H 0.05755 2.72232 -1.50090 -0.04
H -0.50458 1.87890 -0.13023 -0.26
O -1.36037 -0.65954 -4.79316 -0.60
C -2.28006 -0.57565 -3.69026 0.10
C -2.54590 -1.90324 -2.94249 -0.52
O -1.44091 -2.22963 -2.15950 -0.33
H -0.43915 -0.64745 -4.50583 0.39
H -1.92216 0.21572 -2.95223 -0.18
H -3.28474 -0.32570 -4.07795 0.45
H -2.86889 -2.70939 -3.64817 0.28
H -3.39845 -1.73683 -2.25760 0.34
H -0.71755 -2.61125 -2.77140 0.20
O 1.32029 -0.32473 -4.33513 -0.48
C 2.43029 -1.21519 -4.52010 -0.15
C 1.76477 -2.56306 -4.39135 -0.60
O 1.05002 -2.87114 -3.20259 -0.41
H 1.51907 0.33949 -3.66919 0.09
H 2.85067 -1.07500 -5.50844 0.35
H 3.27477 -0.98743 -3.81233 0.14
H 2.60127 -3.29370 -4.59121 0.32
H 1.06292 -2.41194 -5.18383 0.40
H 1.62175 -3.34825 -2.57882 0.26
O 0.48504 0.18204 3.39967 -0.36
C 1.20736 -0.39941 4.49952 -0.22
C 1.51281 0.62931 5.59150 -0.77
O 0.49019 0.93418 6.58723 -0.62
H 0.39142 1.11752 3.39911 0.20
H 0.63042 -1.13006 5.07005 0.30
H 2.18467 -0.83855 4.11512 0.17
H 1.89598 1.55234 5.18879 0.30
H 2.28499 0.28632 6.23393 0.47
H -0.43076 1.04058 6.17288 0.49
```

Results
highest occupied orbital energy = -9.0185 eV
E = -61712.309 eV
charge = 0
relative energy (zero: lowest compared OMol25 entry of this formula, charge and spin) = 1.365 eV
structure (SMILES) = NC(N)=O.NC(N)=O.NC(N)=O.NC(N)=O.NC(N)=O.NC(N)=O.NC(N)=O.OCCO.OCCO.OCCO
orbital gap = 9.1389 eV